{"formula": "C4H7N3O", "method": "ωB97M-V/def2-TZVPD", "species": ["O", "N", "N", "N", "C", "C", "C", "C", "H", "H", "H", "H", "H", "H", "H"], "xyz": [[-1.07548, -2.13267, -1.47855], [0.09238, -1.40351, -1.20721], [-1.43261, -0.19876, -0.10084], [1.76689, 0.93252, -0.37618], [0.69747, 0.29005, 0.61731], [-0.31885, 1.16154, 1.33552], [-1.51092, 0.84809, 0.85413], [-0.17917, -0.43837, -0.26868], [-0.12164, 1.61657, 2.32248], [2.42656, 1.31622, 0.17490], [-2.52350, 1.30595, 0.92148], [2.08356, 0.30548, -1.11793], [1.10289, -0.51624, 1.14412], [0.87820, -1.97053, -1.03375], [-1.88578, -1.11636, -1.78680]], "forces_ev_per_a": [[-2.237, 3.232, -2.151], [-0.872, 1.349, 0.402], [-0.803, 1.195, -0.299], [-4.563, -1.560, 0.065], [1.501, 1.513, -3.062], [1.475, 0.274, 1.782], [-1.416, -0.010, -1.371], [-2.531, -1.634, -1.277], [-0.015, 0.310, -1.061], [3.164, 1.385, 1.683], [1.075, -0.430, 0.765], [-0.072, 0.136, 0.774], [1.226, -0.778, 1.851], [0.740, -1.090, -0.014], [3.326, -3.893, 1.912]], "mulliken_charge": [-0.5078, -0.1861, -0.6761, -0.6629, 0.8460, -0.6611, -0.3526, 0.0833, 0.2870, 0.2069, 0.4126, 0.2384, 0.2529, 0.2746, 0.4448], "homo_lumo_gap_ev": 9.1, "lumo_ev": 0.6073, "total_energy_ev": -10773.961}

=====

{"formula": "C4H7N3O", "method": "ωB97M-V/def2-TZVPD", "species": ["O", "N", "N", "N", "C", "C", "C", "C", "H", "H", "H", "H", "H", "H", "H"], "xyz": [[-2.09219, -1.22351, 2.29433], [0.65795, -0.17814, -2.49555], [1.21176, 1.38046, -0.74709], [-0.35553, -0.38962, -0.57217], [0.26688, 0.32309, 1.72382], [-0.54892, -0.36134, 0.68856], [0.61629, 0.37739, -1.24999], [-1.76773, -1.09668, 1.14418], [-0.05890, 1.35938, 1.79505], [1.86613, 1.82258, -1.38609], [-0.14488, -0.89501, -2.44706], [1.25923, 0.23059, -3.19318], [1.31557, 0.34164, 1.44314], [0.13167, -0.16334, 2.68650], [-2.35734, -1.52750, 0.31557]], "forces_ev_per_a": [[0.106, 0.138, -0.058], [-1.268, -0.934, 1.137], [0.204, 0.053, 0.250], [-1.126, 0.074, 1.115], [0.163, -0.056, 0.159], [0.780, 0.411, -0.284], [0.235, -0.070, -0.184], [-0.356, -0.557, -0.070], [0.018, 0.113, 0.072], [-0.140, -0.017, -0.168], [2.089, 1.361, -1.600], [-0.534, -0.590, -0.368], [-0.025, 0.043, -0.023], [-0.129, 0.015, 0.041], [-0.017, 0.015, -0.017]], "mulliken_charge": [-0.4689, -0.3795, -0.6039, -0.4493, -1.0796, 0.6849, 0.3495, -0.1437, 0.2598, 0.1883, 0.3278, 0.2091, 0.3703, 0.3677, 0.3675], "smiles": "[H]/N=C(N)/N=C(\\C)C=O", "homo_lumo_gap_ev": 9.1, "lumo_ev": -0.4484, "total_energy_ev": -10778.240}

=====

{"formula": "C4H7N3O", "method": "ωB97M-V/def2-TZVPD", "species": ["O", "N", "N", "N", "C", "C", "C", "C", "H", "H", "H", "H", "H", "H", "H"], "xyz": [[-1.91867, -1.33221, -0.24061], [1.73281, 0.79311, -1.09526], [-1.78036, 0.28942, 1.77347], [0.43960, 0.93019, 1.17790], [1.27137, -0.43418, -1.60233], [0.09863, -1.14323, -1.17622], [-0.87074, -0.67193, -0.22910], [-0.69742, 0.28018, 0.92351], [-0.24677, -1.99849, -1.77277], [-1.78499, 0.85489, 2.57094], [2.65394, 0.97717, -1.32999], [-2.64998, -0.19660, 1.47699], [1.36310, 1.12438, -0.17161], [1.91816, -0.88815, -2.44059], [0.47131, 1.41544, 2.13567]], "forces_ev_per_a": [[-0.382, 0.981, 0.624], [-2.183, -2.814, -0.877], [-0.257, -1.390, -2.329], [-2.213, -0.572, 1.101], [-0.686, 0.050, 0.901], [3.124, 2.394, -1.508], [-0.772, -2.322, -0.677], [1.400, 1.966, 2.495], [0.340, 0.481, 0.431], [0.047, 0.808, 0.974], [1.827, 0.585, -0.485], [1.279, 0.446, 0.272], [0.134, -0.505, -0.460], [-1.173, 0.825, 1.406], [-0.485, -0.933, -1.869]], "mulliken_charge": [-0.6727, -0.3992, -0.3744, -0.6735, 0.0040, -0.6192, 0.7319, 0.3293, 0.2937, 0.1737, 0.2349, 0.2602, 0.2707, 0.2826, 0.1580], "smiles": "[H]/N=C(\\N)C(=O)/C=C\\N", "homo_lumo_gap_ev": 8.3, "lumo_ev": 0.1144, "total_energy_ev": -10778.325}